The following is a quantum chemistry calculation of C38H39BrCoIN6O2P2 as an isolated structure, from the Open Molecules 2025 dataset.

```
90
Properties=species:S:1:pos:R:3:forces:R:3:lowdin_spin:R:1
Co 0.20708 0.99960 0.69343 0.14 -0.01 -0.89 2.698
N 0.64141 0.36885 2.86427 -0.29 0.19 -0.18 0.041
C 2.02372 0.43864 3.30496 0.40 0.00 0.03 0.002
C 2.34295 0.53395 4.65031 -0.17 -0.02 -0.03 0.002
C 3.67303 0.53997 5.04261 -0.01 0.03 -0.01 0.002
C 4.68088 0.44334 4.09363 0.03 0.03 0.01 0.001
C 4.36467 0.38227 2.74579 -0.01 -0.09 0.08 0.002
C 3.03083 0.38110 2.34296 -0.27 0.04 -0.15 0.002
P 2.52064 0.41293 0.60232 0.43 -0.26 0.29 0.050
C 4.01398 0.96245 -0.26478 -0.20 0.02 -0.10 0.014
C 4.97155 0.03213 -0.67550 -0.04 0.13 0.13 0.004
C 6.20474 0.47437 -1.12822 0.06 -0.04 -0.04 0.001
C 6.48313 1.83297 -1.19637 -0.04 -0.04 0.00 0.002
C 5.52893 2.75860 -0.79455 0.03 0.06 -0.06 0.000
C 4.29699 2.32651 -0.33024 -0.13 -0.02 -0.01 0.003
C 2.29152 -1.31557 0.08712 0.04 0.01 -0.03 0.008
C 2.23792 -2.36259 1.00442 0.11 0.08 -0.06 0.005
C 2.15742 -3.67237 0.55095 -0.10 -0.07 -0.01 0.000
C 2.10945 -3.93662 -0.81086 -0.01 -0.03 0.00 0.006
C 2.13267 -2.89203 -1.72890 -0.10 0.00 -0.03 -0.001
C 2.20719 -1.58253 -1.28327 0.04 -0.02 0.11 0.005
H 0.32722 -0.59863 2.90397 0.05 -0.02 0.02 0.000
H 0.06793 0.87222 3.53876 -0.01 -0.10 0.07 0.001
H 1.55643 0.59508 5.39405 0.01 -0.01 0.01 0.000
H 3.91909 0.62228 6.09239 0.01 -0.03 0.00 0.000
H 5.71609 0.43097 4.40575 0.00 0.02 -0.01 0.000
H 5.15985 0.33429 2.01448 -0.01 0.03 -0.04 0.000
H 4.77417 -1.02911 -0.61172 0.02 -0.02 0.00 0.000
H 6.95828 -0.24974 -1.40773 -0.01 0.02 -0.07 0.000
H 7.44395 2.16847 -1.56217 0.02 0.01 0.05 0.000
H 5.75620 3.81563 -0.82968 -0.01 0.01 0.00 0.000
H 3.55934 3.04915 0.00259 0.02 0.03 0.06 0.001
H 2.31948 -2.16467 2.06720 0.07 -0.01 0.00 0.000
H 2.16905 -4.48947 1.26034 -0.03 0.00 0.00 0.000
H 2.07412 -4.95953 -1.16138 0.03 -0.01 0.00 0.000
H 2.11633 -3.10378 -2.79006 -0.01 0.00 0.00 0.000
H 2.24088 -0.76446 -1.99538 0.06 -0.03 -0.04 0.000
N -2.61187 1.67539 -4.39918 0.04 -0.14 -0.01 0.000
C -2.37006 2.12682 -2.98749 0.43 0.09 0.45 0.001
P -0.51954 2.09155 -2.70954 0.32 0.21 -0.34 0.005
O -0.03741 1.35686 -3.93172 -0.02 -0.02 -0.12 0.001
O -0.16876 1.62361 -1.33678 -0.34 0.06 0.38 0.041
C 0.18792 3.81937 -3.00122 -0.28 -0.37 0.43 0.001
N 1.07478 3.72522 -4.20904 0.04 -0.46 -0.07 0.000
H -2.91173 2.43390 -5.01203 0.04 0.03 -0.04 0.000
H -3.31921 0.94334 -4.47248 -0.05 0.00 0.06 0.000
H -1.69174 1.29358 -4.72727 -0.11 0.06 -0.03 0.000
H -2.81019 1.42075 -2.28650 -0.07 -0.05 -0.09 0.000
H -2.81824 3.09807 -2.79959 -0.10 0.04 -0.07 0.000
H 0.77821 4.10119 -2.13244 0.03 0.06 -0.05 0.000
H -0.58717 4.56816 -3.14869 0.07 0.06 -0.08 0.000
H 2.05453 3.92470 -4.00429 0.01 0.06 0.06 0.000
H 0.79546 4.33453 -4.97749 -0.03 0.07 0.00 0.000
H 0.99726 2.71840 -4.51729 0.04 0.27 -0.05 0.000
N -4.21869 -4.73263 1.54511 0.32 0.31 0.02 0.018
C -4.70821 -5.94008 1.08667 -0.56 -0.57 -0.24 0.052
C -5.66947 -6.79860 1.54356 0.15 0.53 0.28 0.091
C -5.96133 -7.92522 0.73672 -0.08 0.02 -0.07 0.255
C -5.34301 -8.14197 -0.50857 0.34 -0.02 -0.25 0.008
C -4.37872 -7.28704 -0.97192 -0.08 -0.37 -0.09 0.148
C -4.07675 -6.13411 -0.18320 0.09 0.50 0.47 0.146
N -3.28231 -5.09465 -0.45028 0.25 -0.28 -0.33 0.075
C -3.36331 -4.27146 0.60479 -0.57 -0.29 0.18 0.125
C -2.63108 -3.00834 0.64986 0.43 0.50 -0.04 0.003
C -2.75352 -2.07178 1.67706 -0.13 -0.23 -0.08 0.021
C -1.99994 -0.91509 1.62521 -0.02 0.08 0.12 -0.002
N -1.13382 -0.64177 0.64016 -0.18 -0.16 -0.01 0.057
C -1.04297 -1.52230 -0.36814 0.04 0.05 0.01 0.006
C -1.75950 -2.70241 -0.40024 -0.26 -0.23 0.10 0.027
H -4.45011 -4.31247 2.43263 0.03 0.04 -0.02 0.000
H -6.22371 -6.60871 2.45391 0.05 -0.15 0.05 0.002
H -6.69081 -8.64181 1.09277 -0.02 0.02 0.01 0.010
H -5.61218 -9.01349 -1.08846 0.01 -0.04 0.05 -0.003
H -3.82387 -7.48906 -1.87839 -0.10 0.12 -0.08 0.005
H -3.42804 -2.22069 2.50936 0.02 0.07 0.03 0.001
H -2.10344 -0.17164 2.40652 0.04 0.00 0.00 0.000
H -0.35887 -1.27333 -1.16791 0.03 -0.03 0.01 0.001
H -1.65774 -3.39455 -1.22378 0.09 0.03 -0.03 0.001
Br -3.83510 3.58325 0.41910 -0.04 0.07 -0.09 0.001
C -2.74552 5.11275 0.67816 0.12 -0.28 0.05 0.002
C -3.24399 6.36161 0.34475 -0.06 0.05 0.01 0.000
C -2.45035 7.48761 0.51484 0.04 -0.05 0.04 0.001
C -1.16804 7.36880 1.02851 -0.02 0.10 0.00 0.000
C -0.67237 6.12640 1.39560 0.14 -0.14 0.05 0.003
C -1.46369 5.00558 1.20889 -0.08 -0.30 -0.17 0.010
I -0.71915 3.14907 1.94959 -0.14 0.83 0.53 0.039
H -4.25862 6.45975 -0.01685 0.02 -0.05 -0.05 0.000
H -2.84654 8.46145 0.26206 -0.01 0.00 -0.01 0.000
H -0.55459 8.24807 1.16917 0.00 0.00 0.03 0.000
H 0.30796 6.03875 1.84429 0.01 0.02 -0.03 0.000
```
Positions in Å, forces in eV/Å.

Properties
Lowest unoccupied orbital energy (spin up / spin down) in Eh: -0.3731 / -0.4581
Charge: +4
F_max in eV/A: 0.99
Energy relative to the best compared isomer or geometry (same formula, charge and spin) in kJ/mol: 76.3
Spin multiplicity: 5
Orbital gap (spin up / spin down) in eV: 6.8 / 4.7